Record 1
Formula: CHClF2N2
Source: OMol25
Level of theory: ωB97M-V/def2-TZVPD

Results
LUMO level (spin up / spin down) = -0.43 / -0.43 eV
SMILES = [H]/N=C(\Cl)N(F)F
Kohn-Sham gap (spin up / spin down) = 10.13 / 10.13 eV
DFT total energy = -21985.36638 eV

ORCA input file:
```
! wB97M-V def2-TZVPD RIJCOSX def2/J DEFGRID3
* xyz 0 1
Cl -1.54485 -1.91162 0.05118
F -3.77933 0.02336 -0.28623
F -2.51185 1.73786 0.01042
N -2.61655 0.44188 0.39144
N -0.28673 0.68190 -0.06191
C -1.41401 -0.19400 0.10349
H 0.53043 0.13386 -0.28161
*
```



Record 2
Formula: C50H82F24O25
Source: OMol25
Level of theory: ωB97M-V/def2-TZVPD

Results
LUMO level = 0.39 eV
SMILES = CCOC(=O)C(F)(F)F.CCOC(=O)C(F)(F)F.CCOC(=O)C(F)(F)F.CCOC(=O)C(F)(F)F.CCOC(=O)C(F)(F)F.CCOC(=O)C(F)(F)F.CCOC(=O)C(F)(F)F.CCOC(=O)C(F)(F)F.COCCOCCOC.COCCOCCOC.COCCOCCOC
Kohn-Sham gap = 9.74 eV
DFT total energy = -169576.20172 eV

ORCA input file:
```
! wB97M-V def2-TZVPD RIJCOSX def2/J DEFGRID3
* xyz 0 1
F 2.17313 8.68848 -2.88103
F 4.23764 4.52162 8.11033
F 5.39676 13.07245 1.52281
F -6.35561 -3.35672 -2.51409
F -0.79866 -5.55787 6.71080
F -7.12405 -4.59827 -4.05304
F 6.26571 4.28128 7.32964
F -4.94716 -4.55734 -3.69736
F 7.37113 -8.96791 -4.78524
F 2.59234 9.98478 -4.52156
F 3.76778 12.44695 0.14896
F -4.08220 2.91009 9.27128
F 5.61798 11.26217 0.07201
F 5.09531 5.96326 6.80869
F 2.44669 7.89522 -4.84965
F -2.77742 1.39658 8.82385
F 0.44675 3.91825 -10.54730
F -1.50574 -6.93769 8.21579
F -3.92875 2.54886 7.18638
F -0.03016 -7.63979 6.76389
F -0.80941 2.52996 -11.72111
F 9.44610 -9.15758 -4.27675
F -1.21387 2.77711 -9.58437
F 8.81281 -9.25751 -6.36577
O -6.38138 8.81428 0.15262
O -5.54062 -5.99289 -1.16340
O 8.28420 -6.28473 -4.49313
O 9.67998 -6.72112 -6.22254
O -2.14672 -8.23407 5.17686
O 7.23392 -17.30875 0.67107
O -0.20306 1.47255 -2.00799
O -0.90467 -0.24087 0.58161
O -4.73336 -0.11663 9.18907
O -4.98955 12.21332 4.84678
O -1.65502 5.60599 -10.31025
O 3.38679 4.30049 5.32744
O 4.79810 -15.59513 0.78999
O -6.00712 1.02434 7.75357
O 5.10987 -12.47067 0.31680
O 3.00566 10.61518 1.93560
O 0.00587 9.77897 -5.23093
O -0.29658 8.08962 -3.63267
O -2.61399 4.32978 -12.01532
O -7.18790 -6.68765 -2.55022
O 5.20664 10.72422 2.87369
O 2.31919 -0.29308 -1.90733
O -3.33424 -6.61316 6.17812
O 5.29333 3.10102 5.15232
O -6.26029 11.07806 2.36739
C 4.43791 4.04046 5.82747
C 5.00198 4.66078 7.06246
C -6.05676 12.44350 2.68733
C 4.59356 -14.84808 -0.44600
C -0.76689 3.41238 -10.72815
C 2.55048 9.63126 2.87100
C 9.20122 -4.39855 -7.22136
C -3.24330 -10.23923 4.66508
C 4.75635 -11.16816 0.47737
C 5.97505 -15.33263 1.49215
C 8.87330 -7.12520 -5.24111
C -4.29766 4.86390 -13.58895
C 4.78893 11.99912 0.88025
C -2.14527 -0.64580 1.14941
C -3.58679 5.40528 -12.39533
C -3.94303 1.98299 8.36516
C 1.97032 8.84823 -4.12542
C -1.92548 11.03639 -4.67442
C -1.79049 4.56675 -10.96742
C 7.28641 -15.88365 0.84979
C 4.92248 2.40571 3.99126
C 3.98248 1.25900 4.26140
C 0.43625 8.81974 -4.34430
C -6.96759 -0.82837 10.09865
C -1.10210 -6.85868 6.98249
C 10.13482 -5.36819 -6.45667
C -7.18926 -7.99588 -2.01075
C -6.14363 -4.51641 -3.12222
C 2.95547 -1.55114 -1.99052
C 8.60773 -8.63477 -5.18584
C -1.15603 1.02782 0.00218
C -6.25697 -5.79984 -2.14915
C -4.97845 10.86219 5.24843
C -7.20433 10.89281 1.22980
C -7.44694 9.46040 0.89650
C 7.25626 -18.11226 1.90193
C -5.24938 8.36906 0.89871
C -4.96159 0.92746 8.41644
C -4.74839 12.39900 3.44864
C 4.37159 11.03342 1.96731
C 1.25821 9.12569 2.34644
C 0.04600 1.70176 -0.59615
C -3.28958 -8.73038 4.47513
C -1.41313 9.87011 -5.56004
C -6.15487 -8.92181 -2.59666
C 4.13501 -13.34401 -0.17905
C -5.68751 -1.23166 9.24787
C 1.65626 0.19214 -3.07196
C 1.00896 1.58465 -2.75118
C -2.31321 -7.21861 6.07239
H 0.90053 1.08823 -0.31074
H -4.04466 11.71910 2.96843
H -6.76721 -0.65410 11.15581
H 7.22000 -19.13133 1.51686
H 10.53506 -4.93646 -5.53932
H 8.15456 -17.97994 2.50496
H 1.38192 8.64860 1.37424
H 11.06152 -5.52876 -7.00762
H -7.79006 8.84470 1.72794
H 3.25303 1.57958 5.00520
H -6.27825 -9.94474 -2.24101
H 2.43448 0.43782 -3.79453
H 3.92660 -10.96870 1.15547
H -4.03292 10.32608 5.32997
H 3.28297 8.82464 2.90137
H -1.90058 1.02624 -0.79390
H -4.89942 4.05004 -13.18445
H -1.96033 10.73814 -3.62661
H -3.66612 4.38411 -14.33666
H -1.61307 1.78842 0.63520
H 3.51575 -1.77108 -2.89927
H 8.14966 -15.58217 1.44309
H -1.33544 11.94630 -4.78400
H -8.05697 11.46946 1.58839
H 4.48440 0.37267 4.64946
H 0.21929 2.70896 -0.21718
H 3.72569 -12.93819 -1.10418
H -1.57797 9.87764 -6.63748
H 0.99600 -0.59877 -3.42780
H -7.47361 0.02510 9.64740
H 3.48270 0.93517 3.34846
H -8.08429 -8.46561 -2.41864
H -2.67356 0.14208 1.68630
H -2.91459 11.24172 -5.08380
H 6.04447 -14.28746 1.79365
H 4.50033 -10.60156 -0.41790
H 2.17144 -2.28514 -1.80440
H 8.79616 -4.81908 -8.14178
H -5.38609 10.82772 6.25875
H 5.86197 -15.87924 2.42838
H -2.20959 -10.51161 4.45212
H 2.53326 10.18773 3.80810
H -1.92631 8.93296 -5.34441
H -4.85901 5.68108 -14.04194
H -5.78188 8.04596 1.79322
H -4.48636 9.08006 1.21555
H -5.99899 13.00392 1.75422
H 0.85869 2.12913 -3.68341
H -5.42847 -2.22198 9.62241
H -7.56534 -1.73934 10.06819
H 6.41002 -18.01560 2.58210
H 8.30896 -4.18950 -6.63121
H -5.15213 -8.68926 -2.23812
H -3.93587 -10.68386 3.95040
H 0.86292 8.39686 3.05401
H -5.97786 -1.34887 8.20381
H -4.26649 -8.58289 4.93557
H 9.66888 -3.46918 -7.54644
H 1.77782 2.22320 -2.31618
H -4.18790 5.69004 -11.53181
H -8.30041 9.46562 0.21852
H 3.70795 -1.64500 -1.20754
H -2.91839 -0.84097 0.40624
H -5.69824 10.22973 4.72882
H 5.41741 -14.87007 -1.15936
H 5.87703 2.03651 3.61624
H 0.51751 9.91850 2.24194
H 3.29664 -13.36993 0.51705
H -4.20008 13.33827 3.37646
H 3.72213 -15.26322 -0.95232
H 5.63468 -10.66683 0.88395
H -4.83182 7.57467 0.28009
H -7.31944 -7.95083 -0.92949
H -6.79150 11.43957 0.38202
H -6.03711 -9.11866 -3.66226
H 4.43114 3.03235 3.24694
H -3.12391 6.30142 -12.80857
H -3.27790 -8.47864 3.41466
H -6.86511 12.90190 3.25702
H 7.38044 -15.41578 -0.13019
H -1.89861 -1.52547 1.74392
H -3.36548 -10.46569 5.72426
*
```



Record 3
Formula: C64H160O16
Source: OMol25
Level of theory: ωB97M-V/def2-TZVPD

Results
LUMO level = 0.70 eV
Kohn-Sham gap = 10.07 eV
DFT total energy = -101713.05781 eV

ORCA input file:
```
! wB97M-V def2-TZVPD RIJCOSX def2/J DEFGRID3
* xyz 0 1
O -2.30385 0.32667 -4.74852
O 0.24115 -6.00609 4.13709
O -4.56099 -3.42470 3.01957
O -5.42681 -2.68545 -1.38117
O 3.43988 3.27332 3.86622
O -0.86284 1.15095 4.94300
O 7.61068 0.83181 -1.93541
O 5.28795 4.00413 -1.52666
O -0.17420 0.57703 1.29694
O -2.53872 6.43338 2.28978
O 4.84445 -2.12191 1.24855
O -2.01410 5.73956 -3.51455
O -5.04788 2.23121 -0.17283
O -0.74963 -4.09132 -4.59537
O 1.53490 0.43000 -3.66635
O 1.74315 -6.68379 -0.05222
C 0.83570 1.39229 0.73703
C 1.69359 -4.33175 3.13419
C 3.64604 2.29378 -1.03228
C -0.93330 -0.70755 -6.44267
C 3.67949 -7.57749 0.89015
C 1.22828 1.81409 -3.66419
C 2.21140 3.25778 4.48780
C 4.44321 3.06820 -2.10869
C -2.55805 2.92172 5.52438
C -3.44616 0.86496 -2.81277
C 5.50208 -4.38651 0.83221
C -6.39011 -1.89010 3.28641
C -4.22239 -4.73857 -1.14415
C 5.91457 4.91600 -2.35031
C -3.97799 1.21438 1.73832
C 2.05805 2.38556 -4.80457
C -3.80450 5.85031 2.47583
C -1.68554 5.67361 1.48273
C -6.60411 3.40701 -1.41871
C 0.31093 2.75641 0.76948
C 0.63189 -0.38441 -2.92836
C 7.36559 0.53440 -4.25316
C 5.00111 3.97911 2.30817
C -0.09677 -5.32700 -0.75247
C -5.82960 -1.50691 -0.74178
C -2.61247 5.87258 -2.22957
C 0.31397 -6.68752 -0.19056
C -0.63364 -0.29740 4.82111
C -3.42027 -4.13990 3.46289
C -3.49824 0.91046 -4.35893
C 1.21222 -4.99366 4.38138
C 1.37059 -4.95644 -4.66759
C -1.77001 4.42835 -3.84602
C -1.15560 4.34172 -5.22913
C -2.09274 -4.28486 -4.16714
C -5.16160 -2.50595 3.95912
C -5.24808 3.43970 -0.89369
C -0.32094 6.29087 1.45845
C -2.40914 7.33736 -1.74278
C 4.13880 -0.93917 0.85757
C 7.52670 1.35534 0.38740
C 3.55049 4.03227 2.68071
C 4.20113 -0.02509 2.08005
C 4.69848 -3.15012 0.32118
C 1.15273 -1.78157 -2.62748
C 2.20499 -7.83551 0.60349
C -2.28250 -0.12423 -6.05092
C 0.72683 -0.57965 4.29373
C -2.06168 1.43599 5.61833
C -6.75173 -0.73953 -1.63249
C -3.85604 2.24146 0.61069
C -1.66778 -7.21369 4.75789
C 8.10731 1.72101 -0.90777
C 6.89175 5.78353 -1.68716
C -0.04357 -0.79241 0.95239
C -4.47726 6.70765 3.60362
C 8.22179 1.10855 -3.15747
C 2.45301 2.79474 5.89936
C -0.57516 -6.27964 5.22223
C -0.01949 -5.33777 -4.90195
C -4.86844 -3.57653 -0.42073
C -1.39969 -1.49834 0.88770
C -2.75023 -4.68656 2.28917
C -2.67886 -2.92673 -3.91136
H 0.02280 3.00122 1.76941
H -0.14384 -6.77114 0.80934
H -1.89007 -1.50826 1.83275
H 9.18380 1.44331 -0.85165
H -4.43523 1.22951 -2.47009
H 6.40910 4.37353 -3.16744
H -2.70346 -4.83920 -4.88455
H 0.86074 0.08942 3.45778
H -4.53965 3.40277 -1.71254
H -2.73601 -3.43879 3.98902
H -2.56226 3.29528 4.47398
H -0.97208 -5.32000 5.53787
H 3.76125 -6.67074 1.50709
H -7.32879 3.14452 -0.65586
H 3.74913 3.57255 -2.79811
H -3.65305 -2.99264 -3.33903
H -7.55262 -1.41264 -1.96255
H -3.47434 -5.18514 -0.50482
H 4.14642 -8.39854 1.48502
H 1.54578 2.75636 6.55604
H -3.72783 3.21288 1.05061
H -2.17493 5.19890 -1.47545
H -2.89903 0.84713 5.20715
H 5.43491 3.01734 2.31477
H 0.04622 6.49613 2.45594
H 8.34744 2.19085 -3.28489
H 1.49838 2.26199 -2.68959
H 1.76502 -1.69321 -1.69643
H -0.66471 -1.33095 -5.57040
H -5.33494 -2.94398 4.98628
H 0.74194 -4.21665 5.02197
H -3.01457 -0.95341 -6.12787
H -0.16464 0.06455 -6.62361
H -6.06485 -1.45394 2.32968
H 0.28273 0.13742 -2.01454
H -3.63755 -4.36585 -1.99626
H -3.88304 0.23125 1.27087
H 3.66732 -3.47366 0.21895
H 0.74344 -4.00720 2.62867
H -2.65786 1.50569 -2.47421
H -2.01172 5.69721 0.44807
H 5.02325 -4.89577 1.72381
H -4.06900 -3.02837 0.04890
H 7.92698 2.74445 -1.30576
H -2.57951 0.72783 -6.67916
H -1.89437 1.19569 6.66629
H 5.25012 0.13670 2.32983
H 1.16068 3.45235 0.57068
H 2.05713 3.49488 -4.84457
H -2.92505 8.02925 -2.43359
H 1.67883 -2.17379 -3.48242
H -4.48358 -1.60422 4.04951
H -1.01464 -1.33250 -7.35105
H -6.70428 2.60711 -2.20650
H 6.44463 1.09229 -4.36758
H -0.12438 -6.68823 6.12309
H -3.26299 -0.20103 -2.54052
H 5.26575 4.44613 1.32378
H -2.35607 -3.86188 1.71572
H -7.05839 -2.70385 3.15504
H -2.08061 -2.28632 -3.23475
H -6.98275 -1.16757 3.89118
H -0.09595 -5.63704 -5.92729
H 2.83697 1.74440 5.84530
H -3.74830 -4.89786 4.22556
H -2.88474 7.39588 -0.77518
H 0.98295 -1.64642 4.05444
H 5.00816 2.31449 -2.70979
H 2.45863 -3.57588 3.22386
H 0.65377 -1.25414 1.65442
H 1.65405 1.34499 1.44617
H 5.78875 -5.03879 0.00362
H 2.08271 -5.76459 -4.87891
H -2.03138 -1.01375 0.10832
H 7.70283 5.19645 -1.30671
H -1.07790 3.99657 -3.12981
H 4.57817 -0.54238 -0.06251
H 3.13846 4.99682 2.87310
H -1.57405 4.64233 1.80344
H 9.23909 0.70230 -3.08340
H 6.44386 1.52800 0.43280
H -0.82795 -0.62991 5.80658
H -4.35077 0.35889 -4.69515
H 1.71353 -8.02631 1.56007
H 3.15957 2.19125 -4.81355
H -6.23628 -0.42933 -2.60064
H -3.60167 1.88818 -4.84009
H 1.74492 4.28656 4.49823
H -5.50050 6.34779 3.85924
H 6.51444 -4.07494 1.22539
H 7.31851 6.45215 -2.43186
H -4.98607 -5.35632 -1.53330
H -6.44245 -1.78055 0.10628
H 4.39155 1.85322 -0.34469
H 3.02637 2.98449 -0.49116
H 0.65692 -5.05170 -1.49892
H -1.35515 -8.07269 4.17138
H 1.65602 1.98996 -5.75067
H 0.03223 -7.54623 -0.86206
H -3.58290 2.96897 5.95361
H -2.94871 2.02183 0.01477
H -3.79026 4.81841 2.81575
H -1.92476 3.48524 6.17341
H -1.36963 7.58459 -1.65612
H -2.17812 -7.61421 5.66754
H 7.86177 0.59499 -5.24785
H 1.06700 1.07211 -0.27383
H 5.59799 4.45696 3.11368
H -0.35696 7.26752 1.00045
H 0.37979 -2.52573 -2.44761
H 7.57393 0.31742 0.64484
H -4.40272 5.87640 1.57985
H -0.30249 -0.53605 -3.48859
H -1.95480 -4.92529 -3.26994
H 6.46099 6.45961 -0.92655
H -1.09923 -5.41331 -1.17666
H 4.18419 -7.59556 -0.06020
H -3.64771 5.50695 -2.22648
H 2.05980 -5.40278 4.88110
H 0.35804 -0.92473 -0.05563
H 7.99823 1.90050 1.27028
H -0.20039 -6.15361 -4.21930
H -4.99536 -0.81834 -0.44191
H 1.58090 -4.85265 -3.59790
H 5.02661 -2.80662 -0.70343
H -0.29637 4.96706 -5.13257
H -2.88140 -2.47440 -4.88374
H 2.99221 3.54224 1.82681
H -4.99972 4.31453 -0.31788
H 1.56544 2.62612 3.92276
H 3.12321 3.49069 6.37489
H -4.48145 7.77708 3.30983
H 2.98913 1.45674 -1.45030
H 2.09518 -5.08004 2.40607
H 3.13840 -1.18483 0.65164
H -5.66699 -3.83821 0.32430
H -6.89352 4.23228 -2.03069
H 0.36149 5.63655 0.92550
H -1.38469 -2.57993 0.58241
H 3.64795 -0.42304 2.93939
H 0.12063 1.92785 -3.82820
H -0.47405 2.94755 0.08304
H 1.94769 -8.72145 -0.01045
H -3.23777 1.34236 2.47829
H 3.88079 1.03031 1.87428
H 1.45284 -0.17367 5.00076
H 7.07274 -0.51692 -4.10311
H -0.01141 -4.56106 0.05913
H -3.98702 6.55519 4.50786
H -4.91179 1.29856 2.28661
H -0.87333 3.29180 -5.46797
H -2.44038 -6.72644 4.15042
H -2.68406 3.83889 -3.67731
H 1.60814 -4.00409 -5.12316
H -1.96287 -5.39980 2.55105
H -1.75482 4.81180 -5.92978
H -1.42876 -0.63909 4.14423
H -7.00482 0.12869 -1.05102
H 5.16025 5.56436 -2.77696
H -3.50869 -5.18664 1.74835
*
```